{
  "formula": "C36H37Ge2N4O6W",
  "method": "the ωB97M-V functional and the def2-TZVPD basis",
  "e_above_lowest_kj_mol": 117.51,
  "spin_multiplicity": 2,
  "energy_ha": -6285.0236,
  "largest_force_ev_per_a": 2.1,
  "total_charge": 2,
  "s2": 0.761,
  "homo_energy_ev": [-13.20, -13.32],
  "lumo_ev": [-6.4, -6.4],
  "elements": ["W", "O", "C", "O", "C", "C", "C", "C", "C", "C", "C", "C", "C", "N", "H", "H", "H", "H", "H", "H", "O", "C", "C", "C", "C", "C", "C", "C", "O", "O", "H", "H", "H", "H", "H", "C", "Ge", "C", "C", "Ge", "C", "C", "C", "C", "C", "C", "C", "C", "C", "C", "C", "C", "H", "H", "H", "H", "H", "H", "H", "H", "H", "H", "H", "H", "H", "H", "H", "H", "H", "H", "H", "C", "N", "C", "C", "O", "N", "C", "N", "H", "H", "H", "H", "H", "H", "H"],
  "positions_angstrom": [[-0.2994, -0.0972, 0.0491], [0.0456, -1.9532, 3.6285], [-0.4000, -1.5478, 2.5997], [-0.0034, -0.4259, 1.9919], [-1.5031, -2.2184, 1.8550], [-2.1378, -3.3536, 2.3591], [-3.1874, -3.8679, 1.6547], [-3.6606, -3.1906, 0.5095], [-4.8141, -3.6207, -0.1843], [-5.3115, -2.8885, -1.2237], [-4.6864, -1.6823, -1.5900], [-3.5477, -1.2551, -0.9590], [-2.9886, -2.0186, 0.0824], [-1.8429, -1.6098, 0.7273], [-1.7660, -3.7855, 3.2772], [-3.6941, -4.7669, 1.9829], [-5.3064, -4.5279, 0.1413], [-6.2018, -3.2112, -1.7451], [-5.1303, -1.0744, -2.3682], [-3.1144, -0.2958, -1.1940], [-2.8519, 1.4091, 1.1236], [-2.5224, 1.9254, 2.3536], [-3.4910, 1.9806, 3.3486], [-3.1975, 2.5125, 4.5890], [-1.9212, 2.9975, 4.8579], [-0.9590, 2.9308, 3.8765], [-1.2308, 2.3972, 2.6069], [-0.0795, 2.3320, 1.6857], [1.0252, 2.6993, 1.9595], [-0.3182, 1.8023, 0.4217], [-3.7981, 1.2319, 1.1244], [-4.4881, 1.6087, 3.1378], [-3.9684, 2.5496, 5.3468], [-1.6845, 3.4172, 5.8248], [0.0439, 3.2880, 4.0644], [3.8500, 1.6894, 3.1061], [3.9130, 1.7275, 1.1546], [5.5220, 0.8945, 0.3967], [3.5924, 3.4724, 0.3480], [2.2837, 0.1013, 0.2698], [2.1318, 0.1400, -1.7013], [2.5684, -0.9745, -2.4308], [2.6760, -0.9046, -3.8121], [2.3425, 0.2690, -4.4812], [1.9123, 1.3817, -3.7693], [1.8181, 1.3200, -2.3840], [2.4946, -1.7400, 0.8221], [3.3888, -2.0608, 1.8451], [3.4490, -3.3487, 2.3565], [2.5961, -4.3324, 1.8742], [1.6752, -4.0252, 0.8842], [1.6274, -2.7357, 0.3677], [3.8720, 2.7117, 3.4820], [4.7099, 1.1529, 3.5059], [2.9379, 1.2170, 3.4649], [6.3876, 1.5088, 0.6495], [5.4567, 0.8352, -0.6900], [5.6880, -0.1058, 0.7942], [4.3200, 4.1795, 0.7484], [2.5932, 3.8205, 0.5935], [3.7218, 3.4325, -0.7335], [2.8386, -1.8905, -1.9214], [3.0406, -1.7577, -4.3695], [2.4505, 0.3232, -5.5573], [1.6997, 2.3091, -4.2884], [1.5259, 2.2038, -1.8239], [4.0463, -1.3015, 2.2526], [4.1590, -3.5846, 3.1378], [2.6480, -5.3359, 2.2744], [1.0014, -4.7850, 0.5090], [0.9101, -2.5522, -0.4338], [-1.8903, 1.9718, -5.2044], [-1.6189, 1.2216, -3.9851], [-1.2716, -0.1997, -3.9482], [-0.9836, -0.3390, -2.4883], [-0.5228, -1.2671, -1.7805], [-1.2157, 0.7988, -1.8373], [-1.5469, 1.7352, -2.7581], [-1.7541, 2.9940, -2.4278], [-1.5999, 1.3642, -6.0570], [-1.2941, 2.8844, -5.2256], [-2.9492, 2.2145, -5.2928], [-0.3884, -0.4200, -4.5508], [-2.1040, -0.8383, -4.2550], [-1.6639, 3.2454, -1.4539], [-2.0534, 3.6886, -3.0916]],
  "atomic_forces_ev_per_a": [[-1.6, 1.0, 0.9], [0.0, 0.1, 0.0], [0.2, 0.1, 0.3], [0.4, 0.2, -0.6], [-0.2, -0.1, -0.4], [0.1, 0.0, 0.1], [0.0, 0.0, 0.0], [0.1, 0.1, 0.0], [-0.1, 0.0, -0.1], [0.0, -0.1, 0.1], [0.1, 0.1, 0.0], [-0.1, 0.0, -0.1], [0.1, -0.1, 0.0], [0.3, 0.3, 0.1], [0.0, 0.0, 0.0], [0.0, 0.0, 0.0], [0.0, 0.0, 0.0], [0.0, 0.0, 0.0], [0.0, 0.0, 0.0], [0.0, 0.0, 0.0], [0.1, 0.0, -0.1], [-0.1, 0.1, 0.0], [0.0, 0.0, -0.1], [0.1, 0.0, 0.0], [-0.1, 0.0, 0.0], [0.1, 0.0, -0.1], [-0.1, 0.0, 0.1], [0.1, 0.0, 0.1], [-0.1, 0.0, -0.1], [0.0, -1.0, -0.1], [-0.1, -0.1, 0.0], [0.0, 0.0, 0.0], [0.0, 0.0, 0.0], [0.0, 0.0, 0.0], [0.0, 0.0, 0.0], [0.0, 0.0, -0.1], [-0.1, 0.0, 0.0], [0.0, 0.1, 0.1], [0.0, -0.1, 0.0], [0.3, -0.2, -0.2], [0.3, 0.1, 0.0], [-0.2, 0.1, -0.2], [0.0, 0.0, 0.0], [0.0, 0.0, 0.0], [0.0, 0.0, 0.0], [0.0, 0.0, 0.0], [0.1, -0.1, 0.2], [0.0, 0.0, 0.0], [0.0, 0.0, 0.0], [0.0, 0.0, 0.0], [0.0, 0.1, 0.0], [-0.1, -0.2, -0.1], [0.0, 0.0, 0.0], [0.0, 0.0, 0.0], [0.0, 0.0, 0.0], [0.0, 0.0, 0.0], [0.0, 0.0, 0.0], [0.0, 0.0, 0.0], [0.0, 0.0, 0.0], [0.0, 0.0, 0.0], [0.0, 0.0, 0.0], [0.0, 0.0, 0.0], [0.0, 0.0, 0.0], [0.0, 0.0, 0.0], [0.0, 0.0, 0.0], [0.0, 0.0, 0.0], [0.0, 0.0, 0.0], [0.0, 0.0, 0.0], [0.0, 0.0, 0.0], [0.0, 0.0, 0.0], [0.1, 0.1, -0.1], [0.0, 0.0, 0.0], [0.0, 0.0, 0.1], [0.0, -0.1, 0.0], [0.2, 0.1, 0.3], [0.0, -0.1, -0.1], [0.2, -0.3, 0.1], [0.0, 0.1, -0.2], [0.0, -0.1, 0.1], [0.0, 0.0, 0.0], [0.0, 0.0, 0.0], [0.0, 0.0, 0.0], [0.0, 0.0, 0.0], [0.0, 0.0, 0.0], [0.0, 0.0, 0.0], [0.0, 0.0, 0.0]],
  "mulliken_charge": [1.877, -0.578, -0.066, -0.306, 0.806, -1.163, -0.808, 0.932, -0.880, -0.872, -0.805, -0.070, -0.189, 0.529, 0.635, 0.507, 0.458, 0.435, 0.514, 0.409, -0.144, 1.272, -1.011, -0.554, -0.890, -1.027, 0.312, -0.183, -0.569, -0.064, 0.261, 0.410, 0.437, 0.451, 0.552, -1.188, 1.085, -1.218, -1.153, 1.190, 0.190, -0.555, -0.718, -0.902, -0.727, -0.099, 0.454, -0.639, -0.862, -0.701, -0.893, 0.375, 0.474, 0.452, 0.334, 0.501, 0.352, 0.373, 0.484, 0.274, 0.368, 0.439, 0.467, 0.462, 0.562, 0.577, 0.325, 0.469, 0.418, 0.553, 0.382, -1.099, 0.037, -0.755, 0.174, -0.934, 0.294, -0.504, -0.218, 0.413, 0.380, 0.356, 0.433, 0.491, 0.145, 0.267]
}

---

{
  "formula": "C4H5NO",
  "method": "the ωB97M-V functional and the def2-TZVPD basis",
  "e_above_lowest_kj_mol": 406.87,
  "energy_ha": -285.2596,
  "largest_force_ev_per_a": 2.8,
  "homo_energy_ev": -9.21,
  "lumo_ev": 0.8,
  "elements": ["O", "C", "C", "C", "N", "C", "H", "H", "H", "H", "H"],
  "positions_angstrom": [[1.3396, 0.3876, 2.0514], [0.6656, 0.0160, 1.1422], [0.9096, -0.6202, -0.4867], [-0.1335, 0.4043, -0.7750], [-1.7424, -0.0946, -0.0821], [-0.6908, 0.5972, 0.5584], [1.7568, -0.7041, -1.2084], [0.5321, -1.6194, -0.2913], [-0.0463, 1.1439, -1.5674], [-1.5790, -1.0716, -0.2697], [-1.0117, 1.5609, 0.9286]],
  "atomic_forces_ev_per_a": [[-0.7, -0.7, -0.9], [0.6, 0.5, -1.1], [-0.1, 0.0, 1.4], [-1.9, -0.3, -0.3], [1.7, 0.4, -2.2], [1.2, 0.7, 1.4], [-0.3, 0.4, 1.1], [-0.2, -0.3, -0.5], [-0.5, -0.3, 0.2], [0.2, -0.4, 0.6], [0.0, 0.1, 0.4]],
  "mulliken_charge": [-0.462, 0.380, -0.746, -0.226, -0.590, 0.021, 0.339, 0.250, 0.346, 0.276, 0.411]
}

---

{
  "formula": "C9H6Cl2N2",
  "method": "the ωB97M-V functional and the def2-TZVPD basis",
  "e_above_lowest_kj_mol": 351.31,
  "energy_ha": -1376.1877,
  "largest_force_ev_per_a": 3.0,
  "homo_energy_ev": -7.89,
  "lumo_ev": -1.2,
  "elements": ["C", "C", "C", "C", "C", "C", "C", "C", "C", "N", "N", "Cl", "Cl", "H", "H", "H", "H", "H", "H"],
  "positions_angstrom": [[-2.4977, -0.4774, 0.3137], [-2.5092, 0.9199, 0.1745], [-1.3172, -1.1666, 0.1811], [-1.3018, 1.6075, 0.0420], [-0.1232, -0.5224, -0.0852], [-0.0676, 0.9089, -0.0446], [0.9329, -1.4134, -0.2598], [1.0925, 1.5151, 1.0467], [1.2569, 1.6949, -0.3815], [2.6904, -2.9746, -0.3964], [1.8776, -2.1087, -0.1772], [2.2639, 0.5926, 1.8103], [2.3544, 0.7616, -1.5453], [-3.4838, -0.8256, 0.5261], [-3.5332, 1.2801, 0.1970], [-1.1131, -2.2746, 0.2809], [-1.1245, 2.7408, 0.1298], [1.0365, 2.5669, -0.9412], [3.5663, -2.8250, -0.8708]],
  "atomic_forces_ev_per_a": [[0.7, 0.6, -0.2], [0.9, 0.3, -0.3], [-0.6, -2.2, 0.4], [-0.4, 1.3, 0.3], [0.3, 1.2, 0.3], [-0.8, -1.4, -0.3], [1.4, 0.2, 0.5], [0.9, 2.0, -1.3], [-0.3, -1.7, 0.3], [0.8, -2.8, 1.0], [-1.2, 1.5, -1.8], [0.5, -1.1, 0.5], [0.0, 0.6, 0.6], [-0.1, -1.2, 0.1], [0.5, 1.0, 0.1], [-1.3, 1.2, -0.1], [-1.0, -1.8, -0.3], [-0.3, 0.9, 0.1], [0.0, 1.2, 0.0]],
  "mulliken_charge": [-0.592, -0.536, -0.944, -0.543, 0.518, 1.234, -0.026, -0.078, -0.236, -1.294, 0.823, -0.089, -0.219, 0.391, 0.350, 0.357, 0.301, 0.328, 0.255]
}

---

{
  "formula": "C26H27BCl2F7IrN2O5S",
  "method": "the ωB97M-V functional and the def2-TZVPD basis",
  "e_above_lowest_kj_mol": 0.00,
  "energy_ha": -3639.8354,
  "largest_force_ev_per_a": 0.5,
  "homo_energy_ev": -8.31,
  "lumo_ev": -1.1,
  "elements": ["Ir", "C", "C", "C", "C", "C", "C", "C", "N", "C", "C", "C", "C", "C", "C", "C", "N", "C", "C", "C", "C", "H", "H", "H", "H", "H", "H", "H", "H", "H", "H", "H", "H", "H", "H", "H", "H", "H", "H", "H", "H", "H", "H", "H", "H", "Cl", "C", "C", "C", "Cl", "C", "O", "C", "C", "O", "C", "H", "H", "H", "F", "C", "F", "F", "S", "O", "O", "O", "F", "B", "F", "F", "F"],
  "positions_angstrom": [[-1.7143, -0.3702, -0.3840], [3.2835, 2.9634, 3.2357], [1.7921, 3.0675, 3.5567], [1.5927, 2.7807, 5.0503], [1.3074, 4.4897, 3.2325], [0.9583, 2.1067, 2.7209], [-0.3921, 1.9229, 2.9926], [-1.1742, 1.1478, 2.1623], [-0.6592, 0.5381, 1.0954], [0.6525, 0.6701, 0.8202], [1.4745, 1.4426, 1.6125], [1.1044, 0.0116, -0.4285], [2.4247, -0.0816, -0.8158], [2.7724, -0.6801, -2.0247], [1.7331, -1.1727, -2.8040], [0.4272, -1.0733, -2.3632], [0.1223, -0.5035, -1.1989], [4.2305, -0.7279, -2.4626], [5.1108, -1.2326, -1.3114], [4.4325, -1.6461, -3.6690], [4.6525, 0.6998, -2.8427], [3.8412, 3.6231, 3.9011], [3.5024, 3.2756, 2.2129], [3.6584, 1.9476, 3.3816], [2.2192, 3.4544, 5.6367], [1.8722, 1.7545, 5.2966], [0.5612, 2.9383, 5.3643], [1.8845, 5.2171, 3.8067], [0.2530, 4.6140, 3.4825], [1.4248, 4.7100, 2.1703], [-0.8717, 2.4162, 3.8255], [-2.2366, 1.0235, 2.3111], [2.5080, 1.5670, 1.3327], [3.1886, 0.3226, -0.1689], [1.9157, -1.6437, -3.7574], [-0.4141, -1.4351, -2.9380], [4.7698, -2.2035, -0.9477], [5.1292, -0.5386, -0.4705], [6.1378, -1.3432, -1.6617], [4.0912, -2.6626, -3.4633], [5.4944, -1.6918, -3.9122], [3.9134, -1.2772, -4.5547], [4.5339, 1.3852, -2.0019], [4.0544, 1.0771, -3.6735], [5.7018, 0.7083, -3.1432], [-5.7090, -6.1328, -2.1203], [-4.7410, -4.6930, -2.0479], [-4.8274, -3.7627, -3.1026], [-4.0834, -2.6203, -3.0858], [-4.1941, -1.4918, -4.3833], [-3.2249, -2.3047, -1.9941], [-2.5545, -1.2104, -2.0297], [-3.1314, -3.2760, -0.9590], [-2.2527, -3.1469, 0.1417], [-1.5448, -2.1709, 0.4839], [-3.9035, -4.4665, -1.0048], [-5.4949, -3.9528, -3.9319], [-2.1536, -4.0218, 0.7902], [-3.8238, -5.1847, -0.1990], [-5.0780, -0.8230, 2.9637], [-5.3719, -1.4059, 1.7997], [-6.6727, -1.6816, 1.7736], [-4.6944, -2.5640, 1.7370], [-4.9277, -0.3147, 0.3895], [-3.4723, -0.1339, 0.7020], [-5.6892, 0.8698, 0.5978], [-5.1202, -1.1097, -0.7857], [-2.5086, 2.9336, 0.3684], [-1.7256, 2.9009, -0.7573], [-0.3742, 3.0346, -0.4620], [-2.1456, 3.6883, -1.7786], [-1.8451, 1.4487, -1.3089]],
  "atomic_forces_ev_per_a": [[0.1, -0.2, -0.2], [0.0, 0.0, 0.0], [0.0, 0.0, 0.0], [0.0, 0.0, 0.0], [0.0, 0.0, 0.0], [0.0, 0.0, 0.0], [-0.1, 0.0, 0.0], [0.0, 0.0, 0.0], [0.1, 0.0, -0.1], [-0.1, 0.0, 0.0], [0.0, 0.0, 0.0], [0.0, 0.0, 0.1], [0.0, 0.1, 0.0], [0.0, 0.0, 0.0], [0.0, 0.0, 0.0], [-0.1, 0.1, 0.0], [0.0, 0.0, 0.3], [0.0, 0.0, 0.0], [0.0, 0.0, 0.0], [0.0, 0.0, 0.0], [0.0, 0.0, 0.0], [0.0, 0.0, 0.0], [0.0, 0.0, 0.0], [0.0, 0.0, 0.0], [0.0, 0.0, 0.0], [0.0, 0.0, 0.0], [0.0, 0.0, 0.0], [0.0, 0.0, 0.0], [0.0, 0.0, 0.0], [0.0, 0.0, 0.0], [0.0, 0.0, 0.0], [0.0, 0.0, 0.0], [0.0, 0.0, 0.0], [0.0, 0.0, 0.0], [0.0, 0.0, 0.0], [0.0, 0.0, 0.0], [0.0, 0.0, 0.0], [0.0, 0.0, 0.0], [0.0, 0.0, 0.0], [0.0, 0.0, 0.0], [0.0, 0.0, 0.0], [0.0, 0.0, 0.0], [0.0, 0.0, 0.0], [0.0, 0.0, 0.0], [0.0, 0.0, 0.0], [0.0, 0.0, 0.0], [0.0, 0.0, 0.1], [0.0, 0.1, 0.0], [0.0, -0.2, -0.1], [0.0, 0.0, 0.0], [0.2, 0.0, 0.0], [-0.2, 0.1, 0.0], [0.2, -0.1, 0.1], [-0.2, -0.1, -0.2], [0.1, 0.2, 0.2], [0.0, 0.0, -0.1], [0.0, 0.0, 0.0], [0.0, 0.0, 0.0], [0.0, 0.0, 0.0], [0.0, 0.0, 0.0], [0.0, 0.0, 0.0], [0.0, 0.0, 0.0], [0.0, 0.0, 0.0], [0.1, 0.1, 0.0], [0.2, 0.1, 0.0], [0.0, 0.0, 0.0], [-0.5, 0.1, 0.0], [0.0, 0.0, 0.0], [0.1, 0.0, 0.0], [0.0, 0.0, 0.0], [0.0, 0.0, 0.0], [-0.2, 0.1, -0.2]],
  "mulliken_charge": [3.350, -2.076, 2.022, -1.683, -1.589, 0.388, -0.737, -0.702, -0.173, 0.273, -0.313, -0.027, -0.579, 0.464, -0.462, -1.001, -0.453, 1.921, -1.674, -2.079, -1.541, 0.437, 0.395, 0.436, 0.466, 0.386, 0.330, 0.446, 0.362, 0.374, 0.404, 0.429, 0.393, 0.390, 0.424, 0.760, 0.361, 0.364, 0.471, 0.447, 0.433, 0.394, 0.355, 0.372, 0.426, -0.234, 0.166, -0.561, 0.533, -0.217, -0.210, -0.677, 1.482, -0.189, -0.909, -1.367, 0.445, 0.341, 0.415, -0.222, 0.643, -0.226, -0.187, 0.963, -1.066, -0.630, -0.574, -0.380, 0.285, -0.313, -0.303, -0.389]
}